<a>
Below is an isolated molecule of C16H23N3O3, with properties calculated with wB97M-V/def2-TZVPD.

The geometry in ORCA input format:
```
! wB97M-V def2-TZVPD RIJCOSX def2/J DEFGRID3
* xyz 0 1
C -3.31 -2.11 5.34
C -3.50 -0.74 4.68
C -4.97 -0.54 4.28
N -2.54 -0.56 3.60
C -2.28 0.82 3.24
C -0.99 0.90 2.43
C -1.12 0.05 1.17
N 0.08 0.08 0.34
C 1.29 -0.35 0.77
O 1.51 -0.89 1.83
N 2.34 -0.13 -0.11
C 2.37 0.28 -1.44
C 3.47 1.00 -1.89
C 3.58 1.43 -3.21
C 2.55 1.12 -4.06
C 1.45 0.38 -3.62
C 1.33 -0.06 -2.33
O 0.59 0.18 -4.67
C 1.18 0.82 -5.78
O 2.40 1.41 -5.40
C -1.47 -1.38 1.58
C -2.75 -1.36 2.42
H -3.82 -2.13 6.29
H -3.71 -2.90 4.72
H -2.25 -2.28 5.50
H -3.25 0.02 5.43
H -5.11 0.43 3.81
H -5.60 -0.59 5.16
H -5.29 -1.31 3.58
H -2.18 1.41 4.15
H -3.11 1.25 2.64
H -0.78 1.94 2.17
H -0.17 0.51 3.03
H -1.93 0.45 0.54
H 0.08 0.74 -0.43
H 3.24 -0.28 0.33
H 4.26 1.23 -1.20
H 4.44 1.98 -3.55
H 0.50 -0.68 -2.03
H 0.50 1.59 -6.17
H 1.36 0.07 -6.57
H -1.61 -2.00 0.70
H -0.65 -1.78 2.18
H -2.99 -2.38 2.72
H -3.58 -0.98 1.80
*
```

Summary:
- HOMO-LUMO gap (eV) = 8.55
- molar mass (u) = 305.38
- HOMO (Eh) = -0.2891
- SMILES = CC(C)N1CCC(NC(=O)Nc2ccc3c(c2)OCO3)CC1

These are the Löwdin partial charges, in e, on atoms 1 to 2: number 1, C, carries -0.0620; number 2, C, carries -0.4262

<b>
Below is a structure of composition C16H23N3O3, with properties calculated with wB97M-V/def2-TZVPD.

The geometry in ORCA input format:
```
! wB97M-V def2-TZVPD RIJCOSX def2/J DEFGRID3
* xyz 0 1
C 7.63 0.05 -0.67
C 6.46 0.55 -1.41
H 6.18 0.00 -2.26
H 6.48 1.55 -1.79
O 5.25 0.45 -0.63
C 4.52 -0.63 -0.19
O 4.73 -1.70 -0.65
N 3.63 -0.40 0.62
C 3.16 0.86 1.21
H 3.96 1.57 1.04
C 1.75 1.36 0.80
N 0.81 0.17 1.02
C -0.46 0.19 0.87
C -0.97 0.75 -0.41
C -2.48 0.97 -0.52
O -2.96 2.08 -0.19
N -3.21 -0.30 -0.35
C -4.68 -0.31 -0.24
C -5.08 -1.43 -0.40
C -6.58 -1.67 -0.15
C -7.44 -0.62 -0.25
C -6.97 0.75 0.02
C -5.49 0.96 -0.16
H -5.13 1.89 -0.03
H -7.50 1.68 -0.30
H -8.38 -0.74 -0.11
H -6.95 -2.90 -0.28
H -4.49 -2.23 -0.45
H -2.84 -1.06 -0.36
H -0.43 1.50 -0.77
H -0.78 -0.08 -1.15
H -1.07 -0.50 1.27
H -0.67 1.29 1.63
C 1.33 -1.28 0.46
C 2.71 -1.58 1.00
H 3.17 -2.20 0.54
H 2.73 -1.68 1.91
H 0.65 -1.93 1.01
H 1.38 -1.02 -0.60
H 1.33 2.21 1.35
H 1.96 1.25 -0.15
H 3.03 0.79 2.63
H 7.33 -1.02 -0.39
H 7.79 0.52 0.13
H 8.29 0.13 -1.54
*
```

Summary:
- HOMO-LUMO gap (eV) = 8.78
- molar mass (u) = 305.38
- HOMO (Eh) = -0.3007

These are the Löwdin partial charges, in e, on atoms 1 to 2: number 1, C, carries -0.0328; number 2, C, carries -0.2239

Q: Which of them is the most stable? A: <a>.